[1]
{"formula": "C26H20IrN5O4S", "method": "the ωB97M-V functional and the def2-TZVPD basis", "species": ["Ir", "S", "O", "O", "O", "O", "N", "N", "N", "N", "N", "C", "C", "C", "C", "C", "C", "C", "C", "C", "C", "C", "C", "C", "C", "C", "C", "C", "C", "C", "C", "C", "C", "C", "C", "C", "C", "H", "H", "H", "H", "H", "H", "H", "H", "H", "H", "H", "H", "H", "H", "H", "H", "H", "H", "H", "H"], "coordinates": [[-0.93, -0.74, 0.14], [-0.80, -0.18, -2.96], [-0.77, -2.74, 0.16], [0.66, -4.37, 3.81], [-1.33, 1.21, 0.40], [-1.71, -0.69, -1.83], [-0.04, -2.31, 2.30], [-0.30, -1.00, 1.95], [4.16, 1.54, 1.82], [4.74, -2.26, -0.56], [0.84, -0.23, -0.45], [-0.80, 3.31, 1.25], [0.04, -0.05, 2.76], [0.41, 2.24, -2.98], [-1.94, 3.67, -2.65], [3.77, 0.70, 1.13], [1.96, -0.27, -0.08], [4.09, -1.39, -0.18], [-0.73, 4.35, -2.75], [0.55, -6.50, 2.84], [0.47, 2.22, 3.45], [0.44, 3.62, -2.91], [-0.81, 1.58, -2.90], [0.41, 3.58, 3.32], [-0.18, -6.81, 0.57], [-0.74, 1.90, 1.35], [-1.99, 2.29, -2.71], [-0.69, 5.85, -2.67], [0.28, -7.33, 1.77], [3.26, -0.32, 0.28], [-0.31, -3.14, 1.32], [-0.10, 1.35, 2.49], [-0.36, -5.45, 0.45], [-0.09, -4.58, 1.51], [-1.85, -0.45, -4.38], [-0.24, 4.12, 2.20], [0.37, -5.12, 2.73], [-1.29, 3.72, 0.38], [-0.90, 6.29, -3.65], [-2.86, 4.23, -2.50], [0.28, 6.21, -2.35], [-0.71, -5.01, -0.48], [0.97, 1.78, 4.31], [0.50, -3.43, 3.58], [-2.93, 1.76, -2.58], [0.49, -0.36, 3.71], [-1.99, -1.52, -4.47], [0.86, 4.23, 4.06], [-0.29, 5.20, 2.08], [-1.34, -0.06, -5.26], [-0.39, -7.46, -0.27], [-1.45, 6.23, -1.98], [-2.80, 0.06, -4.22], [0.43, -8.39, 1.88], [1.33, 1.67, -3.08], [0.91, -6.88, 3.78], [1.39, 4.14, -2.96]], "energy_ev": -56599.35491, "gap_ev": 6.812, "total_charge": 0, "e_homo_ev": -8.065}

=====

[2]
{"formula": "C26H20N6O4PbS3SbSe4", "method": "the ωB97M-V functional and the def2-TZVPD basis", "species": ["Pb", "Sb", "Se", "Se", "Se", "Se", "S", "S", "S", "O", "O", "O", "O", "N", "N", "N", "N", "N", "N", "C", "C", "C", "C", "C", "C", "C", "C", "C", "C", "C", "C", "C", "C", "C", "C", "C", "C", "C", "C", "C", "C", "C", "C", "C", "C", "H", "H", "H", "H", "H", "H", "H", "H", "H", "H", "H", "H", "H", "H", "H", "H", "H", "H", "H", "H"], "coordinates": [[-0.33, 0.39, 0.97], [-2.93, -3.45, 0.20], [-1.11, -4.47, 1.36], [-3.01, -0.88, 0.14], [-4.40, -2.02, 1.76], [-4.16, -4.42, -1.59], [-1.23, 5.12, 2.81], [-1.35, 1.74, -1.22], [-3.09, -0.41, 5.43], [1.67, 1.75, 0.18], [2.62, 0.69, -1.55], [-2.99, -4.14, -5.03], [-1.09, -5.00, -5.80], [-1.43, -2.01, 4.01], [0.41, 4.06, 0.94], [1.98, -1.09, 1.93], [-1.48, 0.28, 3.55], [0.78, -1.80, -0.51], [-0.78, 2.64, 2.34], [-2.02, 3.94, 3.80], [-1.90, -0.76, 4.21], [2.59, -0.67, 3.04], [-0.64, 3.71, -2.93], [1.23, 2.56, -2.00], [-2.97, 1.26, 5.02], [-0.45, 3.84, 1.93], [4.09, -1.10, 0.82], [4.72, -0.68, 1.97], [0.23, -2.41, -1.66], [3.96, -0.46, 3.11], [0.20, 4.51, -3.68], [-0.15, 2.72, -2.08], [2.04, -1.79, -0.38], [-1.66, 2.70, 3.41], [-1.65, -4.33, -4.97], [-0.69, -1.71, -2.42], [0.56, -3.72, -1.99], [1.88, 1.55, -1.07], [-1.30, -2.33, -3.50], [-2.08, 1.43, 4.02], [2.08, 3.35, -2.77], [-0.02, -4.33, -3.09], [1.58, 4.33, -3.60], [-0.97, -3.64, -3.84], [2.72, -1.30, 0.85], [2.70, -2.14, -1.17], [2.25, 4.95, -4.19], [4.63, -1.25, -0.10], [-0.22, 5.26, -4.34], [-0.94, -0.68, -2.17], [0.61, 5.00, 0.63], [-2.03, -1.79, -4.08], [0.23, -5.34, -3.36], [-2.06, -2.78, 4.15], [5.79, -0.51, 1.99], [-2.68, 4.23, 4.59], [-0.87, -2.14, 3.17], [-3.58, 2.00, 5.51], [-3.30, -3.81, -4.17], [1.95, -0.49, 3.89], [-1.72, 3.83, -3.01], [3.15, 3.18, -2.70], [0.94, 3.26, 0.54], [4.41, -0.13, 4.03], [1.24, -4.27, -1.35]], "energy_ev": -350100.99215, "gap_ev": 6.587, "total_charge": -1, "e_homo_ev": -5.161}

=====

[3]
{"formula": "C26H21BiBrN7O2", "method": "the ωB97M-V functional and the def2-TZVPD basis", "species": ["Bi", "Br", "O", "O", "N", "N", "N", "N", "N", "N", "N", "C", "C", "C", "C", "C", "C", "C", "C", "C", "C", "C", "C", "C", "C", "C", "C", "C", "C", "C", "C", "C", "C", "C", "C", "C", "C", "H", "H", "H", "H", "H", "H", "H", "H", "H", "H", "H", "H", "H", "H", "H", "H", "H", "H", "H", "H", "H"], "coordinates": [[-0.29, -0.09, 1.78], [1.94, -3.56, -3.68], [4.07, 0.53, 2.54], [2.09, -0.45, 2.71], [-2.01, 1.06, 0.65], [-7.46, 5.20, -1.03], [-4.65, -2.91, 1.03], [0.51, 1.96, 0.80], [-2.33, -1.48, 1.47], [1.30, 4.30, -0.42], [5.31, -0.92, 4.20], [-2.40, -2.78, 1.76], [-3.27, 0.56, 0.63], [-5.30, 3.55, -0.40], [1.79, 2.29, 0.75], [1.31, -2.22, 0.18], [-4.35, 1.34, 0.29], [-3.41, -0.88, 0.96], [-0.40, 2.78, 0.24], [3.92, -1.31, 4.04], [0.45, -1.52, -2.38], [-6.51, 3.43, 0.28], [0.02, 3.95, -0.37], [0.43, -1.15, 0.00], [2.18, 3.48, 0.13], [-1.81, 2.33, 0.27], [-7.55, 4.29, -0.06], [3.27, -0.37, 3.03], [-6.31, 5.30, -1.68], [0.00, -0.81, -1.28], [-5.20, 4.51, -1.40], [1.33, -2.59, -2.19], [-4.16, 2.68, -0.06], [-2.86, 3.16, -0.08], [-3.57, -3.49, 1.53], [1.76, -2.94, -0.92], [-4.57, -1.62, 0.74], [5.54, -0.64, 5.15], [-6.64, 2.73, 1.09], [0.13, -1.26, -3.38], [2.43, -3.77, -0.79], [5.96, -1.65, 3.93], [4.95, 0.33, 2.97], [-0.68, 0.01, -1.44], [3.80, -2.33, 3.67], [-0.68, 4.62, -0.84], [-8.50, 4.23, 0.46], [-5.35, 0.93, 0.28], [3.23, 3.76, 0.08], [-5.45, -1.16, 0.31], [3.35, -1.24, 4.97], [1.66, -2.49, 1.16], [-4.30, 4.62, -1.98], [-1.51, -3.26, 2.16], [-2.67, 4.20, -0.33], [2.51, 1.62, 1.20], [-6.26, 6.04, -2.47], [-3.63, -4.55, 1.76]], "energy_ev": -117697.71354, "gap_ev": 7.058, "total_charge": 2, "e_homo_ev": -13.973}

=====

[4]
{"formula": "C26H21Cl3IIrN6O6S", "method": "the ωB97M-V functional and the def2-TZVPD basis", "species": ["Ir", "I", "Cl", "Cl", "Cl", "S", "O", "O", "O", "O", "O", "O", "N", "N", "N", "N", "N", "N", "C", "C", "C", "C", "C", "C", "C", "C", "C", "C", "C", "C", "C", "C", "C", "C", "C", "C", "C", "C", "C", "C", "C", "C", "C", "C", "H", "H", "H", "H", "H", "H", "H", "H", "H", "H", "H", "H", "H", "H", "H", "H", "H", "H", "H", "H", "H"], "coordinates": [[-0.47, 0.30, -0.30], [0.28, 3.53, -2.62], [3.49, -2.51, -1.00], [2.35, -3.11, 1.59], [4.11, -0.85, 1.28], [-0.81, -0.15, 3.07], [0.58, -1.51, -0.20], [-2.29, -0.40, -0.76], [-0.13, -4.65, -4.07], [-0.26, -1.42, 2.69], [-2.05, -0.07, 3.78], [1.71, 0.30, 0.20], [-2.46, 2.50, 2.22], [3.31, 2.85, 6.06], [-0.01, 0.09, -2.32], [-1.68, 1.91, 0.04], [-3.41, -3.65, -1.65], [-0.95, 0.69, 1.66], [1.64, -0.94, 0.16], [2.86, -1.82, 0.52], [2.36, 2.16, 5.33], [-3.39, 3.50, 0.24], [-0.57, -0.84, -3.02], [-3.26, 3.37, 1.62], [1.22, 0.60, -2.86], [2.17, -0.36, -3.22], [-3.26, -2.51, -1.00], [-1.72, -3.02, -3.23], [-1.56, -1.79, -2.56], [-0.88, -3.49, -4.40], [1.06, 2.67, 5.20], [2.66, 0.92, 4.77], [0.41, 0.73, 3.96], [-2.66, -3.90, -2.73], [3.74, 1.32, -3.85], [1.69, 0.21, 4.09], [-2.54, 2.73, -0.54], [1.56, 1.94, -3.01], [3.42, -0.01, -3.71], [-2.33, -1.54, -1.42], [2.81, 2.29, -3.51], [-4.08, -2.25, 0.22], [-1.75, 1.74, 1.40], [0.09, 1.96, 4.52], [3.05, 3.34, -3.63], [4.13, -0.79, -3.95], [-2.80, -4.87, -3.20], [-4.09, 4.18, -0.20], [4.27, 2.61, 5.87], [-0.21, -2.71, -4.77], [3.65, 0.50, 4.88], [3.16, 3.84, 6.16], [1.91, -0.76, 3.65], [-4.58, -1.29, 0.16], [-0.21, -0.95, -4.04], [-3.85, 4.00, 2.28], [-0.91, 2.35, 4.42], [-1.52, -3.78, -5.23], [-2.54, 2.76, -1.62], [-3.44, -2.22, 1.10], [0.31, -4.51, -3.23], [4.71, 1.62, -4.23], [0.82, 3.63, 5.64], [-4.82, -3.05, 0.34], [1.93, -1.40, -3.05]], "energy_ev": -107871.25904, "gap_ev": 7.413, "total_charge": 0, "e_homo_ev": -8.171}

=====

One value per record, in order, for max |F|: 0.4, 0.6, 0.1, 1.1 eV/A.